# 1
{"formula": "C31H27Cl2N5O10", "method": "the ωB97M-V functional and the def2-TZVPD basis", "e_lumo_ev": -0.795, "smiles": "O=[N+]([O-])c1ccccc1.O=[N+]([O-])c1ccccc1.O=[N+]([O-])c1ccccc1.O=[N+]([O-])c1ccccc1.O=[N+]([O-])c1ccccc1.ClCCl", "symbols": ["Cl", "Cl", "O", "O", "O", "O", "O", "O", "O", "O", "O", "O", "N", "N", "N", "N", "N", "C", "C", "C", "C", "C", "C", "C", "C", "C", "C", "C", "C", "C", "C", "C", "C", "C", "C", "C", "C", "C", "C", "C", "C", "C", "C", "C", "C", "C", "C", "C", "H", "H", "H", "H", "H", "H", "H", "H", "H", "H", "H", "H", "H", "H", "H", "H", "H", "H", "H", "H", "H", "H", "H", "H", "H", "H", "H"], "coordinates": [[-3.498, 0.944, 2.990], [-2.218, 3.601, 2.319], [0.767, -0.817, 2.827], [6.675, -0.461, 3.687], [-5.863, 0.646, -4.362], [2.278, 1.744, -2.177], [-2.673, -4.793, 1.099], [7.014, 1.045, 2.076], [0.470, 0.786, 1.377], [0.847, 3.046, -1.517], [-3.024, -2.676, 1.338], [-5.126, -1.335, -4.012], [1.109, 2.132, -2.214], [1.129, -0.104, 1.946], [6.342, 0.533, 2.964], [-2.370, -3.614, 0.924], [-5.713, -0.348, -3.635], [-1.145, -3.379, 0.179], [4.649, -1.439, 1.680], [-0.389, -0.083, -4.707], [2.925, 0.374, 0.278], [-6.839, 0.823, -1.736], [2.516, -0.346, 1.422], [4.230, 0.158, -0.156], [-1.943, 1.598, -4.226], [-6.969, 1.040, -0.370], [-0.293, -4.417, -0.190], [3.291, -1.326, 2.065], [-1.580, 0.562, -4.981], [3.435, 2.854, 2.755], [-6.110, 0.428, 0.526], [-5.924, -0.089, -2.129], [4.338, 0.938, 4.473], [2.744, 2.558, 3.887], [1.119, -2.874, -1.307], [-2.687, 1.949, 1.691], [-5.008, -0.737, -1.291], [5.068, 1.228, 3.321], [0.784, -4.186, -0.984], [-1.056, 2.155, -3.305], [-0.771, -2.068, -0.130], [5.058, -0.717, 0.564], [3.185, 1.602, 4.761], [0.368, -1.846, -0.873], [-5.092, -0.365, 0.025], [0.572, 0.374, -3.828], [0.130, 1.488, -3.124], [4.622, 2.173, 2.471], [-0.535, -5.386, 0.112], [-7.779, 1.707, 0.038], [-3.207, 2.008, 0.721], [-6.060, 0.704, 1.608], [0.502, -0.779, -0.997], [1.799, 3.085, 4.085], [-2.951, 2.047, -4.273], [6.073, -0.805, 0.230], [2.826, -1.950, 2.805], [4.624, 0.674, -1.017], [5.186, 2.319, 1.553], [1.349, -5.009, -1.404], [-1.251, 2.855, -2.522], [-4.312, -1.479, -1.637], [1.515, -0.077, -3.563], [2.072, -2.662, -1.854], [-0.098, -0.991, -5.405], [-7.367, 1.363, -2.483], [-2.369, 0.183, -5.638], [4.750, 0.079, 5.047], [3.175, 3.749, 2.172], [-1.733, 1.504, 1.572], [-1.338, -1.280, 0.294], [-4.406, -0.774, 0.752], [5.403, -2.077, 2.131], [2.581, 1.271, 5.531], [2.178, 0.959, -0.245]], "forces_ev_per_a": [[0.262, 0.865, -1.159], [-0.716, -0.829, -0.471], [-0.977, -0.229, 0.977], [-0.699, 2.551, -2.272], [-0.722, -1.029, 0.759], [-0.184, -1.482, -1.505], [0.122, 0.819, -0.097], [-0.540, -1.225, 1.011], [0.455, -1.120, 0.996], [-2.724, 2.291, 1.216], [0.323, 0.014, -0.305], [-0.655, -0.531, 0.514], [2.596, -0.966, -0.037], [0.937, 0.882, -2.283], [0.804, -0.808, 2.057], [-0.408, -1.367, 0.580], [1.460, 2.383, -0.017], [1.318, 1.310, -0.422], [-1.112, 0.050, -0.851], [1.954, -3.059, -3.066], [-0.093, -1.057, 0.993], [-0.265, 0.234, 0.652], [0.215, -0.156, -0.349], [-0.427, -0.309, 0.609], [-1.484, 3.313, 1.851], [-1.400, 0.958, 0.985], [-1.374, 0.347, 0.142], [0.700, 0.878, -0.647], [-0.690, -1.778, -0.634], [1.085, 1.202, -0.837], [0.494, 1.064, 0.418], [1.661, -1.920, -1.713], [2.098, -2.177, 0.255], [-1.712, 1.088, 0.228], [2.490, -0.649, -1.277], [0.131, 0.512, 1.005], [-1.119, 0.628, -0.401], [0.066, -0.547, 0.621], [0.726, 0.467, -0.632], [0.193, -1.486, 0.599], [-0.716, -1.708, 0.593], [-0.232, 0.481, -0.213], [0.668, -0.478, -1.056], [-1.561, 1.942, 0.963], [0.370, -0.874, 1.226], [-1.449, 0.601, 0.524], [1.460, 0.711, 0.073], [-0.187, 0.931, -1.492], [-0.424, -1.424, 0.319], [0.994, -0.632, -0.683], [-0.300, 0.065, 0.904], [-0.456, -0.404, -1.083], [0.915, -0.147, -0.538], [0.514, -0.235, -0.037], [0.614, -0.351, -0.280], [0.402, -0.127, -0.053], [0.091, 0.042, 0.407], [-0.087, 0.040, -0.146], [-0.199, 0.373, 0.211], [0.136, 0.025, 0.320], [-0.540, 0.900, -0.223], [0.184, 0.016, -0.239], [0.039, -0.131, -0.390], [-1.036, -0.301, 0.332], [-0.724, 1.781, 1.686], [-0.643, 0.297, -0.348], [0.778, -0.245, -0.107], [-0.619, 0.840, -0.058], [-0.144, -0.812, -0.056], [0.682, -0.639, -0.247], [-0.504, 0.750, 0.049], [0.196, -0.156, -0.093], [-0.600, -0.105, 0.232], [-0.966, -0.370, 1.716], [0.554, 0.211, 0.296]], "mulliken_charge": [-0.19, -0.19, -0.72, -0.62, -0.55, -0.66, -0.61, -0.59, -0.77, -0.64, -0.61, -0.57, 1.13, 1.54, 1.12, 1.03, 0.90, -0.39, -0.75, -0.38, 0.25, -0.86, -0.24, -0.95, -0.19, -0.17, -0.62, -0.58, -0.70, -0.71, -0.87, 0.44, -0.28, -0.37, -0.45, 1.04, -0.52, -0.20, -0.72, -0.73, -0.59, -0.43, -0.60, 0.35, -0.08, -0.34, 0.41, 0.07, 0.62, 0.31, 0.27, 0.33, 0.50, 0.40, 0.40, 0.42, 0.62, 0.55, 0.50, 0.41, 0.51, 0.63, 0.58, 0.35, 0.23, 0.50, 0.40, 0.41, 0.38, -0.81, 0.76, 0.53, 0.47, 0.48, 0.41]}



# 2
{"formula": "C31H27CrN7O4S", "method": "the ωB97M-V functional and the def2-TZVPD basis", "multiplicity": 5, "e_lumo_ev": [0.140, -0.642], "symbols": ["Cr", "S", "O", "O", "O", "O", "N", "N", "N", "N", "N", "N", "N", "C", "C", "C", "C", "C", "C", "C", "C", "C", "C", "C", "C", "C", "C", "C", "C", "C", "C", "C", "C", "C", "C", "C", "C", "C", "C", "C", "C", "C", "C", "C", "H", "H", "H", "H", "H", "H", "H", "H", "H", "H", "H", "H", "H", "H", "H", "H", "H", "H", "H", "H", "H", "H", "H", "H", "H", "H", "H"], "coordinates": [[-0.032, -0.901, -0.266], [0.400, 3.519, -1.367], [-0.735, -0.421, 1.565], [5.269, 4.408, 1.459], [0.297, -1.350, -2.087], [6.280, 3.805, -0.367], [1.507, 1.255, -2.345], [2.045, -1.015, 0.057], [-1.980, -1.127, -0.513], [-1.095, 1.944, -0.069], [-2.749, -0.906, 0.608], [0.243, -2.860, 0.218], [-0.195, 1.144, -0.769], [2.454, -2.291, -0.150], [-4.724, -0.083, 4.199], [0.754, -5.576, 0.046], [-2.013, -0.563, 1.600], [-0.007, -1.661, -4.425], [-2.705, -0.242, 2.882], [4.616, 2.316, 0.481], [5.450, 3.530, 0.457], [-0.891, -1.855, -5.480], [-0.733, -3.744, 0.393], [1.492, -3.308, -0.087], [0.638, 1.829, -1.514], [-0.535, -1.604, -3.107], [-1.930, -1.727, -2.896], [-2.543, 0.366, 5.157], [-1.774, 4.295, 0.312], [-2.749, -1.871, -4.018], [-2.588, -1.464, -1.607], [1.759, -4.684, -0.241], [-2.276, -1.980, -5.281], [4.208, 0.075, -0.407], [-0.515, -5.082, 0.326], [2.524, 1.175, 0.940], [4.991, 1.237, -0.271], [-0.880, 5.362, 0.945], [-3.959, 0.311, 5.297], [-0.922, 3.198, -0.299], [3.375, 2.282, 1.097], [-4.081, -0.327, 2.987], [-1.905, 0.064, 3.986], [2.932, 0.043, 0.192], [-4.379, 0.615, 6.264], [-2.444, 3.891, 1.040], [4.703, -0.748, -0.987], [1.022, -1.491, -4.572], [-2.009, 0.676, 6.039], [-0.508, -1.919, -6.510], [-1.765, -3.394, 0.461], [-0.233, 4.892, 1.697], [-0.211, 5.861, 0.244], [1.566, 1.078, 1.394], [-1.385, -5.730, 0.425], [1.551, 0.229, -2.358], [-3.820, -1.935, -3.808], [-3.647, -1.496, -1.540], [3.002, 3.054, 1.767], [-5.792, -0.135, 4.260], [4.643, 4.035, 2.116], [3.517, -2.514, -0.110], [-2.986, -2.146, -6.133], [-2.344, 4.745, -0.523], [2.760, -5.030, -0.492], [-4.636, -0.619, 2.098], [0.920, -6.669, -0.006], [2.132, 1.763, -2.906], [5.946, 1.249, -0.761], [-0.840, 0.067, 3.842], [-1.480, 6.155, 1.421]], "forces_ev_per_a": [[0.180, 0.258, 0.869], [0.363, 0.682, -0.432], [0.615, -0.379, -0.510], [-0.879, -0.097, 1.114], [-0.153, -0.195, -1.326], [-0.086, -0.467, -0.345], [-0.269, -1.144, 0.420], [-0.288, 0.053, 0.006], [-0.280, -0.328, -1.132], [0.390, -0.016, -0.374], [-1.182, -0.561, -1.122], [-0.531, -0.054, -0.296], [-0.295, 0.170, 0.659], [0.685, 0.939, 0.414], [0.761, 0.495, 0.296], [0.565, -0.706, -0.506], [0.394, 0.862, 1.159], [-2.209, -0.212, 0.439], [0.609, -0.472, -0.137], [-0.468, 0.606, -0.113], [0.764, 0.528, 0.060], [0.322, -0.157, -0.541], [-0.593, 0.290, -0.544], [0.365, 0.205, 0.129], [-0.355, -0.246, -0.261], [0.666, 0.532, 0.927], [0.220, 0.741, 0.284], [-1.368, 0.245, 1.160], [1.127, 0.545, -1.456], [-1.226, -0.430, 1.207], [1.635, 0.186, 0.272], [0.061, -0.395, 0.553], [-0.007, -0.142, -1.610], [1.221, 0.469, -0.092], [-0.969, -1.059, 0.271], [1.424, 0.002, -0.504], [-0.144, -1.867, -0.572], [-0.005, 0.204, 0.570], [1.024, 0.031, -0.445], [-0.741, -0.512, 0.787], [-1.587, -1.170, 0.526], [-0.361, -0.211, -0.067], [-0.667, 0.004, -0.669], [0.324, -0.248, -0.355], [-0.035, -0.318, -0.530], [-0.407, -0.496, 0.288], [-1.078, 0.695, 0.624], [1.044, 0.004, -0.145], [0.387, -0.015, 0.098], [-0.096, 0.095, 0.568], [0.444, 0.210, 0.336], [-0.214, 0.196, 0.008], [-0.090, -0.078, -0.245], [-0.571, 0.341, 0.493], [0.376, -0.012, 0.114], [-0.213, 0.424, -0.004], [0.186, 0.039, -0.267], [-0.999, -0.179, -0.134], [0.121, 0.173, -0.278], [-0.416, -0.073, 0.055], [0.559, 0.382, -0.502], [-0.103, -0.142, -0.277], [0.924, 0.237, 0.880], [-0.014, -0.180, 0.481], [-0.189, 0.197, 0.013], [0.022, 0.117, 0.226], [-0.037, 0.813, -0.017], [0.659, 0.698, -0.446], [0.298, 0.164, -0.162], [0.190, 0.099, 0.202], [0.201, -0.366, -0.089]], "mulliken_spin": [3.11, 0.00, -0.04, 0.00, 0.00, 0.01, 0.02, 0.18, -0.08, 0.01, 0.00, 0.04, -0.06, 0.30, 0.00, 0.00, 0.00, 0.00, 0.00, 0.05, 0.00, 0.01, -0.02, 0.11, -0.01, -0.01, 0.03, 0.00, 0.00, 0.00, 0.05, 0.08, 0.00, 0.10, 0.14, 0.09, -0.03, 0.00, 0.00, 0.00, -0.03, 0.00, 0.00, -0.14, 0.00, 0.00, 0.01, 0.00, 0.00, 0.00, 0.01, 0.00, 0.00, 0.00, 0.01, -0.01, 0.00, 0.00, 0.00, 0.00, 0.00, 0.03, 0.00, 0.00, 0.00, 0.00, 0.00, 0.00, 0.00, 0.00, 0.00]}



# 3
{"formula": "C31H27F5FeN8SSeSi", "method": "the ωB97M-V functional and the def2-TZVPD basis", "multiplicity": 5, "e_lumo_ev": [-1.398, -1.388], "symbols": ["Se", "Fe", "S", "Si", "F", "F", "F", "F", "F", "N", "N", "N", "N", "N", "N", "N", "N", "C", "C", "C", "C", "C", "C", "C", "C", "C", "C", "C", "C", "C", "C", "C", "C", "C", "C", "C", "C", "C", "C", "C", "C", "C", "C", "C", "C", "C", "C", "C", "H", "H", "H", "H", "H", "H", "H", "H", "H", "H", "H", "H", "H", "H", "H", "H", "H", "H", "H", "H", "H", "H", "H", "H", "H", "H", "H"], "coordinates": [[2.418, -1.823, -1.978], [0.914, 0.060, -1.271], [1.402, 1.804, -2.777], [-1.477, 2.402, 2.124], [5.113, -0.258, -1.848], [2.903, 0.228, -6.776], [5.279, 1.430, -6.211], [6.365, 1.166, -3.732], [1.646, -1.222, -4.923], [-2.714, -5.512, 5.105], [-0.929, -0.912, -2.204], [0.613, 4.194, -1.859], [3.408, 0.590, 3.068], [-2.768, -2.645, -3.311], [-1.057, 2.900, -2.923], [0.017, -1.207, 0.255], [2.087, 0.399, 0.655], [-1.628, -3.800, 3.178], [-1.702, 0.729, 2.924], [-3.003, -3.960, 3.305], [-1.494, -1.868, -1.461], [0.549, -1.253, 1.475], [-1.400, -5.357, 4.978], [-1.027, -1.974, -0.054], [-2.414, -2.736, -2.033], [-0.317, 2.267, -0.706], [3.448, 0.093, -5.564], [0.106, 2.852, -2.049], [-3.123, 3.276, 2.023], [-2.110, 3.819, -2.519], [-0.829, 2.281, 0.400], [-1.252, -0.825, -3.485], [4.546, -0.184, -3.062], [3.338, -0.816, -3.312], [0.049, -2.103, 2.449], [3.128, 1.203, 0.791], [2.814, -0.653, -4.588], [-0.811, -4.520, 4.043], [-0.235, 3.399, 3.100], [-1.602, -2.823, 0.880], [1.700, -0.337, 1.700], [3.787, 1.296, 2.013], [-2.187, -1.698, -4.033], [4.654, 0.707, -5.280], [5.205, 0.567, -4.019], [-3.490, -4.818, 4.278], [2.375, -0.231, 2.908], [-1.053, -2.898, 2.155], [-3.011, 4.274, 1.596], [-3.822, 2.722, 1.394], [-2.457, -1.627, -5.079], [3.425, 1.766, -0.086], [-3.570, 3.382, 3.014], [-4.559, -4.951, 4.398], [-0.747, 0.243, 3.117], [4.634, 1.960, 2.131], [-2.969, 3.673, -3.173], [-3.691, -3.407, 2.678], [0.476, -2.130, 3.441], [1.561, 4.150, -1.512], [-0.079, 4.378, 2.642], [0.268, -4.458, 3.977], [-2.316, 0.058, 2.319], [2.090, -0.812, 3.776], [0.045, 4.723, -1.208], [-0.739, -0.066, -4.065], [0.731, 2.890, 3.135], [-1.771, 4.845, -2.652], [-2.202, 0.867, 3.886], [-1.423, 1.962, -3.017], [-2.449, -3.442, 0.623], [-0.780, -5.935, 5.654], [-0.572, 3.556, 4.127], [-2.444, 3.684, -1.479], [-2.872, -3.535, -1.465]], "forces_ev_per_a": [[-0.017, -0.005, 0.027], [0.301, -0.108, -0.140], [-0.158, -0.351, 0.292], [-0.017, 0.135, -0.103], [-0.001, 0.001, 0.012], [0.002, 0.005, -0.011], [-0.002, 0.000, 0.006], [0.002, 0.008, -0.002], [-0.007, 0.030, 0.041], [-0.006, -0.005, 0.013], [0.284, 0.111, 0.272], [0.030, 0.050, -0.107], [-0.030, -0.053, 0.052], [-0.031, -0.053, 0.052], [0.002, 0.061, -0.068], [-0.001, 0.117, -0.031], [-0.363, -0.096, -0.249], [-0.011, -0.013, -0.014], [-0.021, 0.019, 0.009], [0.011, -0.001, 0.021], [-0.001, -0.022, -0.019], [0.107, -0.088, -0.014], [0.024, 0.004, -0.003], [-0.061, -0.011, 0.007], [-0.013, 0.044, -0.096], [-0.144, 1.083, -0.123], [0.033, 0.008, 0.034], [-0.151, -0.211, 0.193], [-0.005, 0.010, 0.030], [-0.040, -0.005, 0.041], [0.167, -0.677, 0.085], [-0.045, -0.054, 0.046], [0.003, 0.055, 0.013], [-0.042, -0.061, -0.054], [-0.030, -0.080, -0.080], [-0.017, -0.015, 0.051], [0.015, -0.048, -0.046], [-0.015, -0.010, 0.003], [-0.001, -0.013, 0.002], [0.053, 0.007, 0.017], [0.019, -0.052, 0.029], [0.015, 0.059, -0.129], [0.073, 0.111, -0.050], [-0.015, -0.008, 0.006], [-0.017, -0.003, 0.002], [-0.013, 0.018, -0.017], [0.078, 0.089, -0.022], [0.040, 0.006, 0.019], [0.005, -0.002, -0.007], [0.005, -0.009, 0.000], [-0.009, -0.017, 0.004], [0.012, 0.019, 0.012], [0.001, 0.007, -0.001], [0.001, -0.005, 0.008], [-0.061, 0.085, 0.036], [0.004, -0.014, 0.019], [0.008, -0.006, -0.007], [0.003, -0.001, -0.008], [0.024, 0.003, -0.001], [0.006, 0.011, -0.008], [0.001, 0.001, 0.002], [0.001, 0.005, -0.010], [0.016, -0.007, -0.012], [-0.026, -0.005, 0.002], [0.014, -0.021, 0.042], [-0.001, -0.004, -0.034], [0.003, -0.007, -0.001], [0.009, -0.003, 0.001], [-0.017, -0.010, -0.002], [0.034, -0.003, -0.042], [-0.008, 0.003, -0.008], [-0.008, -0.004, 0.004], [-0.003, -0.004, 0.003], [0.005, -0.002, -0.001], [-0.001, 0.000, 0.016]], "mulliken_spin": [0.09, 3.73, 0.06, 0.00, 0.00, 0.00, 0.00, 0.00, 0.00, 0.00, 0.00, 0.00, 0.00, 0.00, 0.00, 0.03, 0.01, 0.00, 0.00, 0.00, 0.00, 0.03, 0.00, 0.00, 0.00, -0.03, 0.00, 0.03, 0.00, 0.00, 0.03, 0.01, -0.01, 0.01, 0.00, 0.01, 0.01, 0.00, 0.00, 0.00, -0.02, 0.00, 0.00, 0.00, 0.00, 0.00, 0.00, -0.01, 0.00, 0.00, 0.00, 0.00, 0.00, 0.00, 0.00, 0.00, 0.00, 0.00, 0.00, 0.00, 0.00, 0.00, 0.00, 0.00, 0.00, 0.00, 0.00, 0.00, 0.00, 0.00, 0.00, 0.00, 0.00, 0.00, 0.00]}



Question: What is the formula in the second record?
Answer: C31H27CrN7O4S